(1)
Formula: C41H49F3N4O2S2
Source: the Open Molecules 2025 dataset
Level of theory: the ωB97M-V functional and the def2-TZVPD basis

Last column: Löwdin charge in e.
Positions of all 101 atoms, in Å:
C -3.6831 -2.6137 -3.0611  -0.066
C -4.2447 -2.2427 -1.6902  -0.366
C -5.1411 -3.3461 -1.1239  -0.079
C -4.9409 -0.8942 -1.8019  -0.123
C -6.3274 -0.8256 -1.9370  -0.028
C -6.9655 0.3913 -2.1763  -0.052
C -6.2035 1.5512 -2.2452  -0.041
C -4.8106 1.5194 -2.1365  -0.115
C -4.0775 2.8503 -2.2991  -0.376
C -4.3164 3.7322 -1.0770  -0.055
C -4.5099 3.5685 -3.5881  -0.069
C -4.1715 0.2868 -1.8884  -0.078
N -2.7293 0.2112 -1.7383  0.000
N -1.9490 -0.1096 -2.8022  0.144
N -0.6732 -0.1906 -2.3091  0.030
C 0.4399 -0.1271 -3.2403  -0.108
C 1.0028 1.1264 -3.5529  -0.117
C 0.2556 2.4079 -3.2039  -0.355
C -0.9802 2.5484 -4.0851  -0.060
C 1.1084 3.6739 -3.2783  -0.073
C 2.2370 1.1488 -4.2022  -0.019
C 2.7735 -0.0208 -4.7411  -0.050
C 2.1238 -1.2393 -4.5606  -0.028
C 0.9919 -1.3223 -3.7453  -0.144
C 0.3882 -2.6901 -3.4254  -0.375
C 1.4481 -3.7379 -3.0560  -0.064
C -0.4599 -3.1747 -4.6022  -0.066
C -0.6585 0.2156 -0.9743  -0.134
C 0.5588 0.4822 -0.2739  -0.149
C 0.6006 1.4529 0.7604  -0.021
C 1.8221 1.8787 1.2809  -0.081
C 3.0193 1.3322 0.7966  -0.106
C 2.9917 0.3371 -0.1920  -0.076
C 1.7781 -0.1287 -0.6669  -0.022
C -1.9728 0.3661 -0.5622  -0.269
C -2.5179 0.5942 0.6883  0.011
H -3.0062 -1.8310 -3.4195  0.039
H -3.1285 -3.5595 -3.0335  0.076
H -4.4947 -2.6834 -3.8020  0.095
H -3.4101 -2.1070 -0.9861  0.135
H -5.5725 -3.0470 -0.1620  0.088
H -5.9565 -3.5880 -1.8158  0.074
H -4.5550 -4.2546 -0.9528  0.080
H -6.9217 -1.7374 -1.8668  0.105
H -8.0470 0.4333 -2.3304  0.110
H -6.6920 2.5153 -2.3949  0.109
H -3.0081 2.6181 -2.3633  0.099
H -3.8389 3.2864 -0.1971  0.073
H -3.8972 4.7325 -1.2284  0.080
H -5.3922 3.8335 -0.8787  0.082
H -4.3112 2.9395 -4.4649  0.087
H -5.5857 3.7894 -3.5759  0.071
H -3.9679 4.5154 -3.7092  0.079
H -0.0792 2.3049 -2.1591  0.131
H -1.6451 1.6866 -3.9700  0.055
H -1.5353 3.4565 -3.8207  0.074
H -0.7024 2.5980 -5.1485  0.097
H 1.9646 3.6197 -2.5959  0.085
H 1.4711 3.8439 -4.3003  0.081
H 0.4995 4.5374 -2.9863  0.083
H 2.7688 2.0954 -4.3240  0.109
H 3.7120 0.0208 -5.2952  0.108
H 2.5001 -2.1432 -5.0451  0.114
H -0.2679 -2.5341 -2.5563  0.127
H 2.0316 -3.4109 -2.1871  0.079
H 0.9653 -4.6900 -2.8033  0.084
H 2.1393 -3.9136 -3.8912  0.073
H -1.1884 -2.4104 -4.8983  0.078
H 0.1734 -3.3991 -5.4720  0.085
H -1.0083 -4.0843 -4.3302  0.077
H -0.3503 1.8714 1.0875  0.094
H 1.8314 2.6373 2.0710  0.105
H 3.9777 1.6664 1.2009  0.087
H 3.9241 -0.0824 -0.5750  0.107
H 1.7498 -0.9553 -1.3772  0.103
H -1.8325 0.5576 1.5253  0.029
H -3.5984 0.6638 0.7580  0.038
C 6.3431 -1.3775 8.4176  -0.115
N 4.9194 -1.4941 8.6399  -0.621
S 4.0656 -2.9372 8.7332  1.086
C 5.2203 -4.2870 8.6771  -0.801
F 4.5912 -5.3056 9.3673  0.048
F 5.4286 -4.7144 7.3853  0.055
F 6.4236 -4.0551 9.2770  0.078
S 3.9479 -0.1269 8.8414  0.630
C 3.8930 0.3807 7.1346  -0.284
C 4.0080 1.7419 6.8458  -0.051
C 4.1553 2.1316 5.5166  -0.065
C 4.1092 1.1841 4.4912  -0.066
C 3.8736 -0.1579 4.7940  -0.054
C 3.7522 -0.5657 6.1247  -0.055
O 2.6732 -0.6664 9.2533  -0.325
O 4.6365 0.8395 9.6493  -0.263
H 6.6473 -2.1611 7.7095  0.089
H 6.5571 -0.3953 7.9808  0.095
H 6.8847 -1.4561 9.3761  0.097
H 4.0136 2.4594 7.6640  0.118
H 4.3157 3.1810 5.2887  0.108
H 4.2508 1.4906 3.4538  0.086
H 3.7903 -0.8983 4.0011  0.112
H 3.5771 -1.6142 6.3625  0.093

As for the spin multiplicity: 1. For the lowest unoccupied orbital energy, the calculation gives 0.005 hartree. As for the maximum force: 0.069 Eh/bohr. As for the molar mass: 751.0 g/mol. The calculation puts the energy above the lowest of the compared OMol25 structures with the same formula, charge and spin at 0.00 kcal/mol. Its HOMO-LUMO gap is 6.3 eV. The value obtained for the total energy is -83187.262 eV.



(2)
Formula: C7H12N2
Source: the Open Molecules 2025 dataset
Level of theory: the ωB97M-V functional and the def2-TZVPD basis

Last column: Löwdin charge in e.
Positions of all 21 atoms, in Å:
H 2.1156 0.6905 1.3888  0.063
N 2.8801 0.2643 0.7281  0.050
C 2.5280 -0.7811 -0.0393  -0.279
N 1.3613 -1.4189 -0.2278  0.037
C 0.1749 -0.8771 -0.0239  -0.340
C -0.9685 -1.5816 -0.2125  -0.028
C -2.1691 -0.7964 0.5248  -0.145
C -1.6967 0.6098 0.0976  -0.231
C -0.1762 0.5398 0.2519  -0.317
C 0.3836 1.8896 -0.5852  -0.048
H 3.1927 -1.2975 -0.6416  0.085
H 1.3368 -2.0979 -1.0629  0.194
H -1.2272 -2.6733 -0.7019  0.150
H -1.9276 -0.9006 1.6684  0.141
H -3.0178 -1.2194 0.0828  0.066
H -2.1102 1.4573 0.5846  0.090
H -2.0016 0.7764 -0.9956  0.132
H 0.0414 0.8621 1.3364  0.139
H 1.5169 1.9428 -0.6016  0.051
H -0.0729 2.7530 0.0662  0.094
H -0.1636 1.8580 -1.6373  0.095

As for the spin multiplicity: 1. For the lowest unoccupied orbital energy, the calculation gives 0.028 hartree. As for the maximum force: 0.096 Eh/bohr. As for the molar mass: 124.2 g/mol. Its SMILES is [H]/N=C\NC1=CCC[C@@H]1C. The calculation puts the energy above the lowest of the compared OMol25 structures with the same formula, charge and spin at 72.48 kcal/mol. Its HOMO-LUMO gap is 8.7 eV. The value obtained for the total energy is -10430.334 eV.



E_HOMO across the listed records, respectively: -6.18; -7.98 eV.